Record 1
Here is an isolated ion of composition C3H3N2O and charge -1 at a distorted geometry from OMol25. Energies are from ωB97M-V/def2-TZVPD.

Computed properties:
* total charge: -1
* LUMO (alpha / beta): 0.13725 / 0.13712 hartree
* orbital gap (alpha / beta): 5.755 / 5.752 eV
* energy above the lowest of the compared OMol25 structures with the same formula, charge and spin: 14.9 kcal/mol
* highest occupied orbital energy (alpha / beta): -0.0743 / -0.0742 Ha

Positions of all 9 atoms, in Å:
1 C 0.515 -0.095 1.908
2 C 0.116 0.098 -0.554
3 C 0.037 -0.527 0.773
4 N 0.814 0.283 2.948
5 N -1.045 -0.068 -1.612
6 O -1.040 0.929 -2.349
7 H 0.275 1.228 -0.556
8 H 0.916 -0.458 -1.221
9 H -0.587 -1.391 0.662

***

Record 2
Here is an isolated ion of composition C3H3N2O and charge +1 at a distorted geometry from OMol25. Energies are from ωB97M-V/def2-TZVPD.

Computed properties:
* total charge: +1
* LUMO: -0.27738 hartree
* orbital gap: 9.443 eV
* energy above the lowest of the compared OMol25 structures with the same formula, charge and spin: 35.9 kcal/mol
* highest occupied orbital energy: -0.6244 Ha

Positions of all 9 atoms, in Å:
1 C -1.039 -1.273 -0.023
2 C 0.702 0.191 0.027
3 C -1.956 -0.163 0.004
4 N 0.216 -1.130 -0.020
5 N -0.143 1.110 -0.062
6 O -2.922 0.419 0.017
7 H -1.461 -2.276 -0.076
8 H 1.785 0.253 0.115
9 H 0.047 2.102 -0.036

***

Record 3
Here is C3H3N2O3 as an isolated structure at a distorted geometry from OMol25. Energies are from ωB97M-V/def2-TZVPD.

Computed properties:
* multiplicity: 3
* total charge: -1
* LUMO (alpha / beta): 0.15076 / 0.10018 hartree
* orbital gap (alpha / beta): 5.653 / 7.212 eV
* energy above the lowest of the compared OMol25 structures with the same formula, charge and spin: 0.0 kcal/mol
* highest occupied orbital energy (alpha / beta): -0.0570 / -0.1649 Ha

Positions of all 11 atoms, in Å:
1 C -1.949 0.730 0.144
2 C -0.519 -1.095 0.126
3 C 1.678 0.155 -0.177
4 N -0.845 1.411 -0.006
5 N 0.292 -0.018 -0.201
6 O -1.776 -0.645 0.149
7 O -3.138 1.129 0.194
8 O -0.161 -2.253 0.283
9 H 2.085 0.332 0.758
10 H 2.230 -0.746 -0.500
11 H 2.103 0.998 -0.772

***

Record 4
Here is an isolated ion of composition C3H3N2O3P and charge -2 at a distorted geometry from OMol25. Energies are from ωB97M-V/def2-TZVPD.

Computed properties:
* multiplicity: 3
* total charge: -2
* LUMO (alpha / beta): 0.23913 / 0.21986 hartree
* orbital gap (alpha / beta): 6.245 / 5.653 eV
* energy above the lowest of the compared OMol25 structures with the same formula, charge and spin: 0.0 kcal/mol
* highest occupied orbital energy (alpha / beta): 0.0096 / 0.0121 Ha

Positions of all 12 atoms, in Å:
1 C -0.435 -0.165 -0.786
2 C -1.766 -0.731 -0.678
3 C 0.233 0.338 0.252
4 N -2.377 -0.663 0.467
5 N -2.009 -0.354 1.586
6 O 2.468 1.008 -1.055
7 O 2.184 1.514 1.463
8 O 2.308 -0.911 0.577
9 P 2.032 0.543 0.307
10 H 0.112 -0.025 -1.749
11 H -2.290 -0.967 -1.596
12 H -0.459 0.412 1.212

***

Record 5
Here is an isolated ion of composition C3H3N2O3S and charge -1 at a distorted geometry from OMol25. Energies are from ωB97M-V/def2-TZVPD.

Computed properties:
* total charge: -1
* LUMO: 0.13754 hartree
* orbital gap: 7.878 eV
* energy above the lowest of the compared OMol25 structures with the same formula, charge and spin: 56.8 kcal/mol
* highest occupied orbital energy: -0.1520 Ha

Positions of all 12 atoms, in Å:
1 C -0.207 0.939 -0.313
2 C -1.232 0.124 -0.354
3 C 0.450 -0.997 0.369
4 N 0.874 0.226 0.142
5 N 1.448 -2.146 1.159
6 O -0.152 -0.973 2.915
7 O 0.950 -3.128 3.533
8 O -0.838 -1.127 0.052
9 S 0.117 -2.420 2.546
10 H -0.210 2.114 -0.540
11 H -2.267 0.279 -0.876
12 H 2.042 -1.475 1.585

***

Record 6
Here is an isolated ion of composition C3H3N2O3S and charge -1 at a distorted geometry from OMol25. Energies are from ωB97M-V/def2-TZVPD.

Computed properties:
* total charge: -1
* structure (SMILES): O=C=NC(=O)O[N-]CS
* LUMO: 0.13178 hartree
* orbital gap: 6.685 eV
* energy above the lowest of the compared OMol25 structures with the same formula, charge and spin: 52.4 kcal/mol
* highest occupied orbital energy: -0.1139 Ha

Positions of all 12 atoms, in Å:
1 O -2.330 1.729 -0.640
2 C -2.003 0.735 -0.129
3 N -2.096 -0.387 0.313
4 C -1.090 -1.322 0.852
5 O -1.409 -2.410 1.232
6 O 0.205 -0.824 1.015
7 N 0.364 0.538 0.732
8 C 1.616 0.615 0.081
9 S 1.410 0.699 -1.913
10 H 2.223 -0.241 0.116
11 H 2.242 1.518 0.258
12 H 0.869 -0.650 -1.916

***

Record 7
Here is C3H3N2O8 as an isolated structure at a distorted geometry from OMol25. Energies are from ωB97M-V/def2-TZVPD.

Computed properties:
* total charge: -1
* LUMO: 0.11376 hartree
* orbital gap: 8.627 eV
* energy above the lowest of the compared OMol25 structures with the same formula, charge and spin: 7.5 kcal/mol
* highest occupied orbital energy: -0.2033 Ha

Positions of all 16 atoms, in Å:
1 C -0.997 0.293 1.656
2 C -1.200 0.264 0.124
3 C 0.606 -0.555 -0.329
4 N 1.598 0.517 -0.398
5 N 0.343 -1.052 -1.646
6 O -0.725 -0.780 2.288
7 O -1.255 1.401 2.140
8 O 1.375 1.450 0.304
9 O 2.551 0.377 -1.114
10 O -0.022 -2.193 -1.746
11 O 0.329 -0.190 -2.528
12 O -1.371 1.515 -0.452
13 O 0.948 -1.401 0.653
14 H -1.700 -0.450 -0.342
15 H -0.613 2.153 -0.114
16 H 0.134 -1.351 1.503

***

Record 8
Here is a 2-piece molecular cluster, C3H3N2OS overall at a distorted geometry from OMol25. Energies are from ωB97M-V/def2-TZVPD.

Computed properties:
* total charge: -1
* LUMO: 0.14118 hartree
* orbital gap: 7.337 eV
* energy above the lowest of the compared OMol25 structures with the same formula, charge and spin: 85.1 kcal/mol
* highest occupied orbital energy: -0.1284 Ha

Positions of all 10 atoms, in Å:
1 C -1.266 -0.690 0.450
2 C 0.305 2.017 0.008
3 C 0.034 -0.524 0.132
4 N 1.335 2.153 -0.455
5 N 1.070 -0.960 -0.428
6 O 1.493 -2.201 -0.425
7 S -2.674 -0.902 -0.417
8 H -1.436 -0.747 1.532
9 H -0.706 2.203 0.280
10 H 1.845 -0.349 -0.678

***

Record 9
Here is an isolated ion of composition C3H3N2S2 and charge -1 at a distorted geometry from OMol25. Energies are from ωB97M-V/def2-TZVPD.

Computed properties:
* total charge: -1
* LUMO: 0.11552 hartree
* orbital gap: 6.308 eV
* energy above the lowest of the compared OMol25 structures with the same formula, charge and spin: 89.6 kcal/mol
* highest occupied orbital energy: -0.1163 Ha

Positions of all 10 atoms, in Å:
1 C 0.256 0.682 0.170
2 C -1.149 0.629 0.165
3 C 1.676 -1.520 0.088
4 N 1.172 -0.242 0.067
5 N -1.911 -0.414 -0.022
6 S 2.888 -0.138 -0.085
7 S -3.525 -0.255 -0.096
8 H 0.666 1.684 0.270
9 H -1.595 1.624 0.307
10 H 1.524 -2.050 -0.863

***

Record 10
Here is one molecule with the formula C3H3N3 at a distorted geometry from OMol25. Energies are from ωB97M-V/def2-TZVPD.

Computed properties:
* total charge: 0
* structure (SMILES): CN(C#N)C#N
* LUMO: 0.01890 hartree
* orbital gap: 11.078 eV
* energy above the lowest of the compared OMol25 structures with the same formula, charge and spin: 42.1 kcal/mol
* highest occupied orbital energy: -0.3882 Ha

Positions of all 9 atoms, in Å:
1 C 0.176 0.905 -0.476
2 N 0.155 -0.396 0.369
3 C -0.720 -0.263 1.320
4 N -1.450 -0.054 2.181
5 C 0.523 -1.462 -0.323
6 N 0.791 -2.221 -1.121
7 H -0.679 0.854 -1.191
8 H 0.070 1.730 0.272
9 H 1.134 0.908 -1.030